No. 1
This record from the OMol25 dataset describes a molecular structure, C36H57BaBrN4O8P2 in a non-equilibrium geometry. The level of theory is ωB97M-V/def2-TZVPD.

```
! RIJCOSX wB97M-V def2-TZVPD def2/J DEFGRID3
* xyz 2 1
Ba -0.58314 -0.06979 0.72004
C 1.28681 -3.56239 1.17636
C 0.28881 -3.83179 0.24655
C -1.03269 -3.95958 0.65889
C -1.36194 -3.79498 1.99765
C -0.36476 -3.52817 2.92620
C 0.95848 -3.42021 2.51756
H 2.32382 -3.53155 0.86456
H 0.54905 -4.01188 -0.79112
H -1.80027 -4.22275 -0.05351
H -2.38593 -3.93534 2.32039
H -0.61241 -3.47357 3.97863
H 1.74169 -3.27483 3.25089
C -0.55418 -0.74598 5.11251
O 0.28554 -0.59662 3.97186
C 1.62592 -0.53885 4.19543
C 2.20023 -0.51698 5.45458
C 3.58403 -0.49765 5.58343
Br 4.34589 -0.49379 7.31289
C 4.40052 -0.50091 4.47748
C 3.83344 -0.50162 3.19904
C 2.44023 -0.50386 3.05200
O 1.84508 -0.49010 1.81976
C 4.67620 -0.52725 2.00789
N 4.18771 -0.69038 0.79444
C 5.26554 -0.66219 -0.07137
C 5.32988 -0.78113 -1.45846
C 6.57283 -0.69795 -2.05147
C 7.73797 -0.50508 -1.29458
C 7.69321 -0.39203 0.07997
C 6.43990 -0.47353 0.67368
N 6.02728 -0.39910 1.99002
H -0.25414 -1.60406 5.71638
H -1.55075 -0.91510 4.71507
H -0.54244 0.15030 5.73777
H 1.59891 -0.51959 6.35217
H 5.47192 -0.53155 4.61587
H 2.62235 -0.56409 1.16720
H 4.43546 -0.94641 -2.04687
H 6.66292 -0.78791 -3.12577
H 8.69127 -0.44719 -1.80143
H 8.59002 -0.24924 0.66848
H 6.62690 -0.25588 2.78393
N 0.24420 1.97274 2.59644
C -0.48006 3.26161 2.53677
C -1.87021 3.13054 3.15123
C -2.82888 2.28924 2.31301
N -2.52478 0.85124 2.46476
H 0.19836 1.64011 3.55201
H 1.22739 2.13852 2.39980
H -0.57700 3.55074 1.48691
H 0.06148 4.05202 3.06442
H -2.29088 4.12889 3.27528
H -1.78368 2.68920 4.15073
H -2.69545 2.56256 1.26275
H -3.85849 2.51491 2.60507
H -3.18255 0.31644 1.90631
H -2.71059 0.59158 3.42778
C -5.41853 0.19162 -0.59490
C -4.23073 0.87356 -1.25242
C -4.65895 1.85308 -2.32570
O -3.36217 -0.11826 -1.91539
P -2.41528 -1.09009 -1.13065
O -2.47095 -0.93588 0.33566
C -0.73059 -0.80814 -1.70963
P -0.51590 0.96908 -1.83031
O -0.92686 1.60976 -0.56174
O -1.34975 1.56674 -2.99840
C -0.97866 1.78651 -4.40030
C -1.66473 0.75283 -5.27020
C -1.41213 3.19561 -4.76010
O 1.02046 1.03626 -2.17953
C 1.95841 2.15022 -1.99542
C 1.41714 3.45994 -2.53607
C 2.34730 2.25410 -0.53141
O -2.77033 -2.56045 -1.52025
C -3.42164 -3.14856 -2.69614
C -4.92581 -2.97371 -2.60344
C -2.85123 -2.61303 -3.99649
H -5.95608 0.91516 0.01694
H -5.10124 -0.63712 0.03939
H -6.10258 -0.18933 -1.35295
H -3.62984 1.38656 -0.49788
H -5.17307 1.31842 -3.12557
H -3.79658 2.37264 -2.73819
H -5.34451 2.58501 -1.90122
H -0.53496 -1.30878 -2.65775
H -0.06759 -1.20981 -0.95491
H 0.10487 1.67646 -4.47986
H -2.74220 0.77275 -5.10184
H -1.28848 -0.25316 -5.08133
H -1.47732 0.99355 -6.31584
H -2.50007 3.26558 -4.72772
H -1.08123 3.43858 -5.76864
H -0.99916 3.92736 -4.06896
H 2.82181 1.84458 -2.58583
H 0.48917 3.73871 -2.03059
H 1.24864 3.40111 -3.61047
H 2.15221 4.24308 -2.35992
H 1.46279 2.46905 0.07357
H 3.06322 3.06537 -0.40920
H 2.81152 1.33236 -0.18630
H -3.17273 -4.20542 -2.60388
H -5.21076 -1.95267 -2.85532
H -5.27122 -3.20614 -1.59625
H -5.41295 -3.65268 -3.30173
H -3.03811 -1.54330 -4.08319
H -3.33913 -3.11485 -4.83064
H -1.77951 -2.81202 -4.06934
*
```

Output
strongest force on any atom = 13.54 eV/Å
E_HOMO = -0.460 Eh
E_tot = -5508.90558 Ha
lowest unoccupied orbital energy = -0.1492 hartree
ΔE to the lowest compared entry with this formula, charge and spin = 556.5 kJ/mol

Löwdin population analysis, charges in e, atoms 1 to 4: 2.12, -0.08, -0.10, -0.10

=====

No. 2
This record from the OMol25 dataset describes a molecular structure, C36H57N5O18Y in a non-equilibrium geometry. The level of theory is ωB97M-V/def2-TZVPD.

```
! RIJCOSX wB97M-V def2-TZVPD def2/J DEFGRID3
* xyz 3 1
C -3.02581 4.94721 3.07162
C -2.47238 5.90977 1.96915
C -2.87436 5.57378 0.62464
O -2.18509 4.33500 0.27061
C -2.97500 3.46329 -0.50674
N -3.21247 7.28741 2.25250
H -3.53738 7.80398 1.44771
H -4.16253 7.19777 2.58332
H -2.76516 7.76834 3.01977
H -2.68661 5.23125 4.06779
H -2.62764 3.93379 3.02099
H -4.11566 4.95994 3.08454
H -1.41406 6.15302 1.87480
H -2.55352 6.29510 -0.12693
H -3.94626 5.38802 0.69262
H -3.95750 3.13655 -0.16608
H -2.42023 2.60969 -0.89624
H -3.30675 4.06777 -1.35092
Y -1.32070 -4.31221 -2.35887
C -0.24922 0.13457 -2.11314
C 0.13003 -1.13715 -1.20180
O -0.53205 -2.37022 -1.25565
H 0.04365 0.03611 -3.15843
H 0.27977 0.98223 -1.67755
H -1.31631 0.33873 -2.20108
H 0.17264 -0.76487 -0.17823
H 1.18242 -1.33920 -1.40119
C -2.63412 -1.42633 -4.06424
O -2.47810 -2.55490 -3.61812
N -3.33884 -0.43964 -3.42842
C -3.60595 0.87290 -4.14875
C -3.89633 -0.53809 -2.06574
H -2.34936 -1.27617 -5.11712
H -2.95330 1.02543 -5.00833
H -3.35303 1.72613 -3.51935
H -4.61686 1.09838 -4.48833
H -3.56419 -1.35250 -1.42191
H -3.58276 0.36097 -1.53522
H -4.98346 -0.61598 -2.05226
C -2.65479 -0.54012 1.80219
O -3.73794 -1.11985 1.93247
N -2.53624 0.75917 2.03569
C -1.22158 1.38370 2.00566
C -3.65111 1.41134 2.66604
H -1.64658 -0.94713 1.62885
H -0.42144 0.85493 1.48770
H -0.96245 1.48671 3.05939
H -1.35654 2.40516 1.65001
H -4.59510 0.96802 2.34911
H -3.52086 1.42385 3.74815
H -3.63431 2.45956 2.36763
C 2.22100 -4.69815 -2.24535
O 0.99468 -4.92742 -2.30196
N 3.06186 -5.37957 -2.98473
C 4.46705 -5.14565 -3.18138
C 2.63377 -6.62553 -3.78175
H 2.69413 -3.90633 -1.64421
H 5.19995 -5.89205 -2.87505
H 4.71260 -4.41889 -2.40704
H 4.75993 -4.76258 -4.15892
H 3.03557 -7.59751 -3.49555
H 1.55187 -6.65227 -3.91162
H 2.83580 -6.70573 -4.84985
C -0.61850 -5.50526 1.00478
O -0.89382 -5.08424 -0.11785
N 0.29489 -6.43823 1.19562
C 0.99783 -6.63110 2.50719
C 0.74552 -7.31933 0.18810
H -0.97146 -4.96332 1.89580
H 0.25694 -7.19251 3.07640
H 1.21845 -5.70839 3.04387
H 1.81049 -7.35638 2.46647
H 0.91670 -8.29355 0.64603
H 0.08127 -7.51155 -0.65446
H 1.74351 -7.14696 -0.21490
C 0.64991 5.11393 -2.09725
C -0.04463 6.23861 -1.87310
C -0.93086 6.87300 -2.88391
O -1.37959 8.00536 -2.83935
C -1.24815 5.90862 -3.91502
C -0.60789 4.70959 -4.12187
C 0.33327 4.18591 -3.13826
O 0.98775 3.17194 -3.19503
O -0.89043 3.94498 -5.18306
O 0.25630 7.04785 -0.80487
H 1.35896 4.82544 -1.33540
H -2.04720 6.28089 -4.53899
H -0.54528 3.05272 -5.10338
H -0.36118 7.78018 -0.86829
C 4.96840 -1.91174 -0.21129
C 5.55993 -1.84211 0.94698
C 5.53866 -0.65111 1.85965
O 6.03345 -0.76547 2.98422
C 5.08802 0.50792 1.18361
C 4.56294 0.49044 -0.07647
C 4.40600 -0.76297 -0.91665
O 4.03651 -0.79512 -2.04039
O 4.30758 1.62940 -0.65876
O 6.13312 -2.93623 1.55196
H 4.84617 -2.89350 -0.64443
H 5.32970 1.49754 1.54229
H 4.29991 1.46209 -1.60403
H 6.79889 -2.76794 2.22281
C 2.22519 -0.51725 3.98452
C 1.54769 -1.36758 3.14749
C 0.42805 -2.19377 3.60904
O -0.18888 -2.93948 2.87913
C 0.01309 -1.92398 4.99274
C 0.69886 -1.06926 5.81114
C 1.98407 -0.28551 5.40402
O 2.79386 0.41911 6.17455
O 0.24853 -0.75399 7.08430
O 1.99618 -1.64251 1.94619
H 2.99727 0.13247 3.59962
H -0.87133 -2.38368 5.40854
H 0.76864 -0.05005 7.47870
H 1.31178 -2.01695 1.38673
*
```

Output
strongest force on any atom = 7.18 eV/Å
E_HOMO = -0.534 Eh
E_tot = -3071.36166 Ha
lowest unoccupied orbital energy = -0.3072 hartree

Löwdin population analysis, charges in e, atoms 1 to 4: 0.00, -0.24, -0.20, -0.18

=====

No. 3
This record from the OMol25 dataset describes a molecular structure, C36H58BrClInN3O7SSi2 in a non-equilibrium geometry. The level of theory is ωB97M-V/def2-TZVPD.

```
! RIJCOSX wB97M-V def2-TZVPD def2/J DEFGRID3
* xyz -2 1
In 15.20718 11.68242 11.70187
C 7.42196 11.96278 9.66176
C 8.36217 12.11510 8.49023
C 8.40202 10.72479 7.65086
C 7.92264 13.25017 7.58982
C 9.80559 12.20487 9.03906
C 10.34221 11.20071 9.86452
C 11.68613 11.20788 10.21612
Br 12.22974 9.82905 11.41415
C 12.62690 12.18925 9.74329
O 13.89350 12.14376 10.05477
C 12.11003 13.24335 8.86975
C 10.68392 13.23634 8.69949
C 12.88409 14.29298 8.07761
C 13.00020 15.52544 9.04686
C 12.15002 14.80652 6.85238
C 14.25126 13.73611 7.67154
H 6.42264 11.63403 9.30021
H 7.20504 12.93214 10.15293
H 7.76029 11.25252 10.48769
H 7.38809 10.58894 7.25928
H 8.69818 9.95724 8.40856
H 9.14877 10.79220 6.79594
H 6.87858 13.10520 7.31306
H 8.39889 13.27192 6.56044
H 7.95230 14.22451 8.09080
H 9.72132 10.35012 10.16466
H 10.19400 14.11631 8.29242
H 11.96983 15.99244 9.30231
H 13.62184 16.26673 8.54521
H 13.46486 15.17094 9.95330
H 11.33490 15.51506 7.02312
H 11.84100 13.97219 6.19277
H 12.90853 15.34540 6.30560
H 14.90782 13.52482 8.59039
H 14.88312 14.40030 6.99187
H 14.18486 12.69300 7.21865
Cl 18.48843 11.73828 18.24739
C 19.14067 11.55612 16.64815
C 20.52964 11.58522 16.53425
C 21.09263 11.33342 15.29471
C 20.21313 11.19584 14.21306
N 18.85085 11.19877 14.28754
C 18.36958 11.36461 15.50593
H 21.04553 11.90042 17.42886
H 22.14208 11.20113 14.98897
H 20.63491 11.12890 13.20275
H 17.29089 11.36044 15.59423
C 13.14942 10.27097 15.81879
S 13.80465 11.65350 14.81877
O 14.90829 12.28625 15.49125
O 12.66015 12.51782 14.60990
O 14.36628 10.93411 13.56110
H 12.41267 10.66117 16.59799
H 13.98180 9.77934 16.28458
H 12.55002 9.66198 15.04520
O 18.56932 11.91484 11.09193
N 18.00171 12.69376 10.24764
O 18.56686 13.16185 9.25406
O 16.71030 12.93877 10.38523
C 16.57322 8.56433 14.18728
Si 16.65529 8.23612 12.33745
C 15.46637 6.80793 12.17931
C 18.47596 7.68995 12.08392
C 16.33391 9.65931 11.10429
Si 16.25955 8.95838 9.34784
C 17.33559 7.44738 9.14595
C 14.53949 8.25409 8.96418
C 16.76226 10.14888 8.02259
H 17.11207 7.70660 14.62937
H 15.53262 8.63022 14.49445
H 17.14986 9.46964 14.35004
H 15.47256 6.19848 13.07225
H 15.59080 6.11521 11.34536
H 14.45543 7.26048 12.06821
H 18.58153 6.73422 11.58359
H 19.07232 7.66855 13.01539
H 19.04482 8.32475 11.37868
H 17.36899 10.15031 11.11327
H 17.05245 6.59817 9.79128
H 18.42894 7.64580 9.36429
H 17.39226 7.13547 8.11277
H 14.69882 7.75978 8.01697
H 13.70071 8.91005 8.85239
H 14.15784 7.51630 9.64416
H 17.82572 10.39101 8.03152
H 16.26519 11.07184 8.15860
H 16.40014 9.64480 7.10464
C 17.95625 16.10612 12.13033
N 18.02363 15.43503 13.36469
C 19.38891 15.35722 13.95902
C 17.19396 14.22804 13.46627
C 15.72301 14.52721 13.32482
C 15.23766 15.84552 13.69614
C 13.88968 16.09327 13.73476
C 12.99554 15.16364 13.28989
C 13.46808 13.96179 12.75828
C 14.83930 13.62914 12.74560
H 18.70948 16.93194 12.01561
H 16.94795 16.54074 11.91939
H 18.15869 15.43061 11.23707
H 19.65708 16.32441 14.42913
H 20.06365 15.08917 13.18291
H 19.43687 14.75231 14.84968
H 17.45431 13.81973 14.43189
H 17.52765 13.51492 12.68741
H 16.04012 16.54050 14.08570
H 13.61148 17.05005 14.18800
H 11.92316 15.41533 13.36938
H 12.71387 13.27881 12.35262
*
```

Output
strongest force on any atom = 3.16 eV/Å
E_HOMO (alpha / beta) = -0.092 / -0.092 Eh
E_tot = -6298.98031 Ha
lowest unoccupied orbital energy (alpha / beta) = 0.1457 / 0.1457 hartree
ΔE to the lowest compared entry with this formula, charge and spin = 62.1 kJ/mol

Löwdin population analysis, charges in e, atoms 1 to 4: 0.79, -0.08, -0.55, -0.04